ORCA calculation (wB97M-V/def2-TZVPD) on C8H14N7NiO2S2Si as an isolated structure.

```
! RIJCOSX wB97M-V def2-TZVPD def2/J DEFGRID3
* xyz -1 1
Ni -0.381 -0.523 -0.074
N -1.990 0.510 -0.578
N -2.915 0.583 0.495
C -2.743 -0.314 1.527
N -3.353 -0.004 2.669
N -2.054 -1.393 1.213
N -1.930 -2.420 2.119
O -2.546 -2.417 3.192
O -1.284 -3.361 1.736
H -1.471 1.384 -0.636
H -2.482 0.326 -1.444
H -3.118 1.527 0.785
H -3.644 0.943 2.835
H -3.232 -0.655 3.431
S 1.549 -1.068 0.712
C 1.546 0.388 1.665
S 0.089 1.321 1.715
C 2.682 0.777 2.359
C 2.700 1.941 3.177
N 2.758 2.876 3.852
C 3.892 0.029 2.296
N 4.878 -0.570 2.264
C 1.620 -1.643 -2.765
Si 0.696 -0.179 -2.006
C -0.559 0.348 -3.361
C 1.886 1.287 -1.892
H 2.078 -1.370 -3.721
H 0.946 -2.485 -2.938
H 2.410 -1.976 -2.090
H -0.045 0.497 -4.316
H -1.056 1.295 -3.123
H -1.329 -0.413 -3.520
H 2.332 1.520 -2.865
H 2.690 1.058 -1.189
H 1.380 2.183 -1.524
*
```

Its max |F| is 0.0154 hartree/bohr. The calculation puts the HOMO energy (alpha / beta) at -3.98 / -3.99 eV. The energy above the lowest of the compared OMol25 structures with the same formula, charge and spin is 1.6 kcal per mole.

***

ORCA calculation (wB97M-V/def2-TZVPD) on C23H36FeGeN2O7S as an isolated structure.

```
! RIJCOSX wB97M-V def2-TZVPD def2/J DEFGRID3
* xyz -2 5
Fe 1.754 1.790 -0.319
N 2.155 5.453 1.174
C 1.577 4.636 0.244
O 2.196 4.256 -0.741
C 0.132 4.225 0.442
C -0.144 2.891 -0.281
H 3.162 5.469 1.107
H 1.821 5.318 2.118
H -0.472 5.063 0.060
H -0.061 4.156 1.516
H -0.276 3.079 -1.353
H -1.046 2.406 0.105
C 3.645 -0.587 -3.124
Ge 4.533 -0.022 -1.452
C 6.476 0.074 -1.946
C 4.479 -1.595 -0.264
C 3.865 1.624 -0.749
H 4.001 -1.574 -3.435
H 3.826 0.122 -3.937
H 2.566 -0.640 -2.949
H 6.795 -0.827 -2.487
H 7.080 0.163 -1.035
H 6.681 0.948 -2.573
H 5.241 -2.318 -0.574
H 3.500 -2.078 -0.318
H 4.645 -1.317 0.779
H 4.115 2.437 -1.436
H 4.326 1.836 0.223
C -6.508 -0.841 1.483
C -5.947 -1.034 0.093
C -6.803 -0.867 -0.990
C -6.317 -0.958 -2.283
C -4.982 -1.244 -2.496
C -4.104 -1.444 -1.427
N -2.768 -1.695 -1.778
C -1.844 -2.492 -1.101
C -2.217 -3.760 -0.642
C -1.302 -4.590 -0.021
C 0.012 -4.177 0.143
C 0.389 -2.923 -0.317
C -0.510 -2.071 -0.943
C -0.041 -0.706 -1.420
O -0.647 -0.176 -2.369
O 0.966 -0.236 -0.821
C -4.589 -1.326 -0.107
C -3.655 -1.441 1.073
H -7.538 -0.489 1.425
H -5.935 -0.100 2.042
H -6.496 -1.770 2.059
H -7.847 -0.636 -0.814
H -6.985 -0.818 -3.126
H -4.583 -1.323 -3.500
H -2.279 -0.941 -2.281
H -3.244 -4.081 -0.788
H -1.610 -5.573 0.319
H 0.731 -4.818 0.637
H 1.406 -2.575 -0.185
H -3.391 -2.481 1.271
H -4.099 -1.031 1.977
H -2.723 -0.909 0.886
C 1.129 1.345 4.266
S 2.126 2.566 3.431
O 3.465 2.487 3.987
O 1.445 3.830 3.720
O 2.071 2.199 2.000
H 1.191 1.550 5.335
H 1.498 0.351 4.021
H 0.111 1.475 3.895
O 2.018 -0.717 1.783
H 1.613 -0.785 0.901
H 2.221 0.234 1.867
*
```

Its max |F| is 0.0164 hartree/bohr. The calculation puts the HOMO energy (alpha / beta) at -1.55 / -1.75 eV. The energy above the lowest of the compared OMol25 structures with the same formula, charge and spin is 6.1 kcal per mole.

***

ORCA calculation (wB97M-V/def2-TZVPD) on an isolated ion of composition C3H9N2S and charge -2 in a non-equilibrium geometry.

```
! RIJCOSX wB97M-V def2-TZVPD def2/J DEFGRID3
* xyz -2 2
C -0.487 0.484 -0.720
C -1.789 1.060 -0.193
S -2.148 2.775 -0.812
N -0.245 -0.875 -0.203
C 1.142 -1.229 0.061
N 1.678 -0.612 1.267
H 0.315 1.173 -0.436
H -0.533 0.480 -1.809
H -2.621 0.474 -0.575
H -1.796 1.040 0.895
H -0.750 -0.956 0.672
H 1.206 -2.314 0.193
H 1.715 -1.030 -0.852
H 2.669 -0.870 1.356
H 1.644 0.400 1.158
*
```

Its max |F| is 0.0213 hartree/bohr. The calculation puts the HOMO energy (alpha / beta) at 3.93 / 0.03 eV. The energy above the lowest of the compared OMol25 structures with the same formula, charge and spin is 0.0 kcal per mole.

***

ORCA calculation (wB97M-V/def2-TZVPD) on a 2-piece molecular cluster, C3H7NO3 overall in a non-equilibrium geometry.

```
! RIJCOSX wB97M-V def2-TZVPD def2/J DEFGRID3
* xyz 0 1
C -0.841 1.412 -1.180
N 0.152 0.594 -0.748
C 0.660 0.784 0.617
C -0.500 0.751 1.619
O -0.839 -0.236 2.217
O -1.418 2.208 -0.481
H -0.916 1.376 -2.277
H 0.463 -0.070 -1.436
H 1.034 1.801 0.543
H 1.417 0.215 1.147
H -0.968 1.707 1.879
H 1.097 -3.026 -0.356
H 0.219 -3.786 -1.242
O 0.439 -3.731 -0.302
*
```

Its max |F| is 0.0337 hartree/bohr. The calculation puts the HOMO energy at -9.67 eV. The energy above the lowest of the compared OMol25 structures with the same formula, charge and spin is 55.3 kcal per mole.

***

ORCA calculation (wB97M-V/def2-TZVPD) on a 7-piece molecular cluster, C55H109N6O9 overall in a non-equilibrium geometry.

```
! RIJCOSX wB97M-V def2-TZVPD def2/J DEFGRID3
* xyz 5 1
C 17.928 1.813 3.412
C 19.336 1.238 3.563
C 19.541 -0.191 2.970
C 19.547 -0.286 1.465
C 20.617 0.645 0.906
C 20.690 2.137 1.410
N 20.452 2.151 2.938
O 20.966 3.146 3.696
C 19.625 2.964 0.735
C 22.128 2.600 1.148
C 19.645 1.014 5.097
H 17.988 2.812 3.845
H 17.221 1.143 3.899
H 17.490 2.054 2.443
H 18.903 -0.989 3.350
H 20.524 -0.555 3.277
H 18.567 -0.172 0.997
H 19.750 -1.328 1.211
H 20.706 0.551 -0.175
H 21.511 0.173 1.318
H 19.830 2.743 -0.316
H 19.721 4.049 0.757
H 18.600 2.603 0.802
H 22.423 2.798 0.118
H 22.895 2.002 1.641
H 22.238 3.577 1.622
H 18.884 0.442 5.625
H 19.764 1.959 5.631
H 20.662 0.651 5.251
C 18.385 -4.996 8.029
C 18.543 -4.256 6.626
C 18.348 -2.692 6.691
C 19.510 -2.110 7.531
C 20.871 -2.334 6.848
C 21.153 -3.816 6.390
N 19.851 -4.556 5.963
O 20.034 -5.645 5.232
C 21.682 -4.630 7.669
C 22.115 -3.862 5.216
C 17.459 -4.760 5.637
H 17.347 -4.805 8.295
H 19.006 -4.516 8.783
H 18.692 -6.029 7.872
H 17.443 -2.631 7.297
H 18.230 -2.279 5.690
H 19.540 -2.460 8.562
H 19.272 -1.046 7.561
H 21.779 -1.905 7.274
H 20.901 -1.735 5.934
H 21.691 -5.698 7.449
H 21.176 -4.418 8.609
H 22.727 -4.397 7.880
H 21.751 -3.185 4.442
H 22.417 -4.805 4.763
H 23.085 -3.463 5.519
H 16.497 -5.044 6.064
H 17.755 -5.700 5.173
H 17.253 -4.048 4.839
C 18.023 -6.331 -1.525
C 19.372 -6.013 -2.264
C 19.672 -7.196 -3.239
C 20.721 -7.011 -4.275
C 20.348 -5.793 -5.170
C 20.218 -4.448 -4.375
N 19.273 -4.800 -3.147
O 18.860 -3.699 -2.499
C 19.420 -3.478 -5.345
C 21.546 -3.828 -3.888
C 20.629 -5.978 -1.323
H 18.053 -7.249 -0.937
H 17.136 -6.344 -2.156
H 17.900 -5.642 -0.687
H 18.686 -7.369 -3.680
H 19.681 -8.129 -2.673
H 20.724 -7.901 -4.904
H 21.720 -6.863 -3.862
H 19.447 -6.088 -5.707
H 21.168 -5.754 -5.887
H 18.630 -3.812 -6.015
H 20.253 -3.235 -6.009
H 19.218 -2.498 -4.914
H 22.247 -3.642 -4.700
H 22.051 -4.575 -3.274
H 21.430 -2.943 -3.262
H 20.871 -4.996 -0.916
H 21.573 -6.349 -1.724
H 20.510 -6.633 -0.460
C 15.981 -1.736 3.017
C 14.585 -1.804 2.388
C 13.942 -0.475 1.952
C 14.476 0.022 0.613
C 14.275 -0.938 -0.508
C 15.077 -2.241 -0.269
N 14.751 -2.711 1.156
O 15.148 -3.944 1.367
C 16.577 -2.138 -0.349
C 14.496 -3.339 -1.293
C 13.587 -2.503 3.373
H 16.579 -0.963 2.535
H 16.494 -2.695 3.078
H 15.886 -1.429 4.060
H 14.078 0.280 2.728
H 12.851 -0.481 1.956
H 15.522 0.276 0.802
H 14.062 1.014 0.426
H 14.691 -0.436 -1.383
H 13.256 -1.202 -0.788
H 16.854 -1.945 -1.388
H 16.991 -3.134 -0.189
H 17.100 -1.308 0.121
H 14.516 -3.108 -2.358
H 13.505 -3.709 -1.035
H 15.106 -4.244 -1.329
H 13.533 -1.891 4.273
H 13.928 -3.475 3.733
H 12.614 -2.719 2.934
C 26.387 -3.161 2.844
C 25.890 -3.502 1.447
C 24.718 -4.468 1.723
C 23.691 -4.554 0.541
C 23.117 -3.207 0.193
C 24.243 -2.192 -0.174
N 25.328 -2.212 0.880
O 26.193 -1.200 0.849
C 23.561 -0.827 -0.139
C 24.850 -2.524 -1.558
C 26.901 -4.102 0.432
H 26.958 -4.008 3.228
H 25.611 -2.923 3.569
H 27.171 -2.405 2.785
H 24.167 -4.315 2.651
H 25.145 -5.466 1.837
H 22.858 -5.225 0.759
H 24.054 -5.108 -0.327
H 22.383 -3.025 0.980
H 22.483 -3.429 -0.667
H 23.472 -0.303 0.811
H 22.647 -0.706 -0.720
H 24.162 -0.071 -0.653
H 24.118 -2.215 -2.304
H 25.120 -3.555 -1.779
H 25.738 -1.901 -1.670
H 26.430 -4.658 -0.376
H 27.643 -4.696 0.967
H 27.599 -3.404 -0.033
C 21.858 -12.936 1.291
C 21.642 -11.464 0.874
C 20.397 -11.523 0.021
C 19.693 -10.129 -0.106
C 19.379 -9.498 1.310
C 20.577 -9.459 2.296
N 21.343 -10.721 2.202
O 22.180 -11.013 3.187
C 20.081 -9.102 3.745
C 21.514 -8.357 1.789
C 22.865 -10.945 0.082
H 21.787 -13.583 0.416
H 21.120 -13.389 1.952
H 22.875 -13.007 1.676
H 19.504 -12.108 0.245
H 20.735 -11.974 -0.913
H 18.747 -10.295 -0.621
H 20.283 -9.460 -0.735
H 18.596 -10.087 1.787
H 19.054 -8.472 1.143
H 20.814 -8.826 4.501
H 19.593 -10.017 4.085
H 19.287 -8.362 3.849
H 22.446 -8.227 2.341
H 21.012 -7.396 1.852
H 21.832 -8.661 0.791
H 23.733 -10.610 0.651
H 22.701 -10.216 -0.713
H 23.277 -11.717 -0.570
O 20.557 -4.797 1.956
C 19.392 -4.151 2.091
O 19.419 -3.333 3.045
O 18.420 -4.444 1.379
H 20.975 -4.327 2.689
*
```

Its max |F| is 0.1828 hartree/bohr. The calculation puts the HOMO energy at -18.65 eV. The energy above the lowest of the compared OMol25 structures with the same formula, charge and spin is 93.8 kcal per mole.

***

ORCA calculation (wB97M-V/def2-TZVPD) on a 6-piece molecular cluster, C26H61IN5O11P2 overall.

```
! RIJCOSX wB97M-V def2-TZVPD def2/J DEFGRID3
* xyz -1 1
C 2.701 2.839 1.090
C 1.976 1.600 0.555
C 0.678 1.391 1.335
C 1.695 1.645 -0.962
C 2.789 2.365 -1.751
C 1.465 0.221 -1.518
O 2.652 -0.305 -2.058
P 3.050 -1.974 -1.746
C 4.805 -1.599 -1.181
C 5.188 -0.145 -0.927
C 6.702 0.004 -0.716
I 7.247 1.276 0.918
O 1.448 -2.485 -2.417
C 1.400 -2.133 -3.760
C 2.722 -2.625 -4.319
P 2.779 -4.461 -4.404
O 3.675 -5.196 -3.496
O 3.003 -4.736 -5.983
O 1.225 -4.943 -4.322
O 3.667 -2.117 -3.434
H 3.740 2.880 0.754
H 2.201 3.762 0.771
H 2.707 2.830 2.185
H 2.614 0.724 0.740
H 0.222 0.430 1.070
H 0.875 1.362 2.411
H -0.054 2.177 1.112
H 0.753 2.194 -1.112
H 3.774 1.951 -1.530
H 2.617 2.268 -2.827
H 2.811 3.432 -1.507
H 0.669 0.249 -2.281
H 1.116 -0.430 -0.708
H 2.549 -1.830 -0.406
H 3.295 -3.359 -1.493
H 5.492 -2.028 -1.922
H 4.912 -2.172 -0.249
H 4.660 0.224 -0.043
H 4.890 0.465 -1.779
H 7.179 -0.954 -0.510
H 7.196 0.435 -1.587
H 0.483 -2.470 -4.259
H 1.431 -1.041 -3.919
H 2.870 -2.240 -5.340
H 2.511 -5.520 -6.246
H 0.946 -4.836 -3.402
C -2.441 3.595 0.927
O -1.377 4.005 0.499
N -3.206 4.272 1.812
C -4.471 3.748 2.294
C -2.740 5.561 2.283
H -2.862 2.625 0.633
H -5.281 4.423 2.021
H -4.450 3.624 3.381
H -4.647 2.775 1.836
H -2.605 6.256 1.451
H -1.776 5.466 2.785
H -3.473 5.967 2.978
C 2.811 -2.614 3.551
O 2.445 -1.858 2.678
N 3.333 -3.842 3.353
C 3.768 -4.667 4.451
C 3.462 -4.344 1.987
H 2.755 -2.345 4.623
H 4.833 -4.897 4.371
H 3.213 -5.608 4.482
H 3.600 -4.137 5.388
H 4.064 -3.663 1.386
H 2.485 -4.420 1.510
H 3.935 -5.322 2.020
C -2.564 -1.517 -0.388
O -3.259 -0.618 0.068
N -2.690 -1.992 -1.632
C -1.891 -3.093 -2.133
C -3.674 -1.377 -2.502
H -1.783 -2.024 0.199
H -1.306 -2.787 -2.999
H -2.546 -3.921 -2.417
H -1.200 -3.428 -1.363
H -3.457 -0.317 -2.641
H -4.676 -1.461 -2.077
H -3.648 -1.879 -3.467
C -7.142 5.122 -0.094
O -7.138 5.241 1.117
N -6.460 5.923 -0.934
C -6.482 5.737 -2.368
C -5.663 6.997 -0.366
H -7.698 4.322 -0.611
H -5.480 5.537 -2.751
H -6.877 6.621 -2.872
H -7.119 4.887 -2.610
H -4.903 6.598 0.307
H -6.290 7.683 0.204
H -5.175 7.537 -1.174
C -2.398 -3.915 3.248
O -1.536 -4.775 3.199
N -2.172 -2.610 3.471
C -3.247 -1.639 3.529
C -0.802 -2.152 3.659
H -3.470 -4.145 3.111
H -3.129 -0.874 2.760
H -3.276 -1.152 4.508
H -4.198 -2.146 3.367
H -0.191 -2.368 2.783
H -0.351 -2.658 4.514
H -0.808 -1.080 3.828
*
```

Its max |F| is 0.0140 hartree/bohr. The calculation puts the HOMO energy at -5.13 eV.

***

> Among the records above, which one has the lowest max |F|?

C26H61IN5O11P2

***

> Which of these has the lowest max |F|?

C26H61IN5O11P2

***

> The highest max |F| belongs to which entry?

C55H109N6O9